Record 1
C2H8S3 | ωB97M-V/def2-TZVPD

Values from the calculation:
2S+1 = 2
Charge = +1
Calculated total energy = -1275.168974 Ha
Strongest force on any atom = 3.53 eV Å⁻¹
E_LUMO (spin up / spin down) = -3.777 / -8.647 eV
HOMO energy (spin up / spin down) = -10.868 / -10.868 eV
Kohn-Sham gap (spin up / spin down) = 7.1 / 2.2 eV

```
13
C2H8S3 ωB97M-V/def2-TZVPD
S 3.10 1.13 0.06
S -5.49 -2.32 -1.66
S -4.07 -1.55 -0.44
C 1.71 0.10 -0.50
C 2.54 1.77 1.68
H 1.63 -1.03 -0.67
H 0.70 0.32 -0.19
H 3.27 1.80 2.62
H 1.49 0.49 -1.55
H 1.59 1.36 1.78
H -4.05 -2.62 0.43
H -4.94 -2.28 -2.89
H 2.52 2.83 1.32
```

Record 2
C47H62AsKN8O7P4SSe2Si2 | ωB97M-V/def2-TZVPD

Values from the calculation:
Charge = -2
Calculated total energy = -12774.397740 Ha
Strongest force on any atom = 3.83 eV Å⁻¹
E_LUMO = 3.665 eV
HOMO energy = -1.087 eV
Kohn-Sham gap = 4.8 eV

```
135
C47H62AsKN8O7P4SSe2Si2 ωB97M-V/def2-TZVPD
Se 2.66 1.97 0.68
Se -0.94 5.25 4.50
As 0.60 -2.71 -3.67
K -0.21 -0.67 -0.54
S 2.29 -1.52 1.65
P -1.89 -1.58 -2.82
P -1.45 -3.31 0.70
P -2.36 4.10 3.40
P 1.18 2.86 1.89
Si -1.03 -3.66 -5.15
Si 1.53 -4.77 -2.91
O -1.38 -0.60 -3.84
O -3.00 -4.97 -0.60
O -2.24 -0.59 -1.55
O -1.42 -4.47 1.89
O -1.22 -1.97 1.28
O -0.15 -3.83 -0.11
O -0.31 -2.26 -2.19
N -2.21 1.34 0.84
N 4.45 -2.94 2.11
N 0.45 1.94 -2.59
N -0.90 1.45 0.80
N -2.74 2.20 1.67
N 2.56 0.15 -2.42
N 2.39 -4.08 2.15
N 2.33 1.89 -3.99
C 1.13 2.46 -3.59
C 1.67 1.19 6.15
C -4.59 3.10 4.94
C 3.06 0.85 -3.43
C 0.88 6.17 -0.34
C -1.73 2.93 2.21
C -2.96 1.14 6.03
C 1.51 7.18 0.38
C -3.26 3.02 4.55
C -2.45 2.04 5.11
C 0.00 -3.73 -6.76
C 2.13 2.48 5.91
C -0.54 2.45 1.63
C 4.34 0.60 -3.95
C -1.25 3.59 -2.91
C -4.66 6.97 0.64
C 5.18 -3.70 3.12
C 0.69 3.60 -4.29
C -0.52 4.16 -3.93
C -2.71 5.74 1.31
C 2.45 -5.50 -4.43
C 0.61 -6.23 -2.10
C 4.60 -1.09 -2.29
C -5.10 2.20 5.87
C -4.72 5.60 2.62
C -5.34 6.47 1.73
C 2.04 6.91 1.63
C 0.96 1.04 3.86
C -4.29 1.22 6.41
C 2.94 -4.38 -1.68
C 0.77 4.91 0.21
C 3.08 -2.93 2.01
C -2.67 -2.91 -5.74
C 1.41 2.35 3.63
C -0.72 2.47 -2.27
C 5.11 -0.38 -3.37
C 1.93 5.64 2.18
C 2.01 3.06 4.66
C -4.08 -2.86 0.06
C 1.09 0.47 5.11
C 2.94 -5.41 2.01
C -3.40 5.21 2.40
C -3.33 6.62 0.43
C -2.81 -3.54 -0.38
C 1.28 4.64 1.48
C 3.31 -0.79 -1.87
C -1.50 -5.48 -4.79
H -4.70 0.51 7.12
H -5.25 3.85 4.52
H 0.23 -2.72 -7.10
H 0.49 0.48 3.06
H 2.35 5.45 3.16
H 2.53 7.70 2.19
H -1.26 1.99 -1.47
H 6.20 -3.32 3.16
H -0.24 -3.24 -0.92
H 0.95 -4.26 -6.59
H 1.42 -3.96 1.89
H 2.36 4.06 4.50
H -1.40 1.98 4.82
H -0.88 5.04 -4.45
H -3.47 -3.15 -5.04
H 1.14 -7.18 -2.25
H -2.77 7.01 -0.40
H -6.37 6.76 1.91
H 1.28 4.02 -5.09
H -0.40 -6.35 -2.48
H 3.67 -5.46 1.20
H 4.74 -3.60 4.12
H 0.53 -6.05 -1.03
H 4.72 1.18 -4.79
H -1.60 -5.29 1.40
H 3.41 -5.75 2.94
H 0.29 4.11 -0.35
H -3.85 -1.97 0.65
H 2.13 -6.10 1.78
H 1.75 0.76 7.13
H -2.31 0.38 6.45
H -2.61 -1.10 -0.81
H 1.76 -6.04 -5.09
H -2.95 -3.29 -6.73
H -2.20 -5.86 -5.54
H -2.22 3.98 -2.61
H -1.68 5.47 1.16
H 0.73 -0.54 5.27
H 5.18 -1.85 -1.79
H -0.54 -4.25 -7.56
H 3.69 -3.74 -2.15
H -4.70 -2.55 -0.79
H 0.48 6.36 -1.33
H -6.14 2.27 6.16
H 5.23 -4.76 2.87
H 2.86 -1.33 -1.04
H 4.77 -1.99 2.00
H -2.59 -1.82 -5.79
H -5.16 7.64 -0.06
H 3.25 -6.18 -4.13
H 1.59 8.18 -0.04
H 2.89 -4.68 -5.01
H 2.58 3.05 6.72
H 2.53 -3.85 -0.82
H -3.68 -5.27 0.04
H -5.27 5.24 3.47
H 6.11 -0.59 -3.74
H -4.72 -3.52 0.69
H 3.43 -5.29 -1.32
H -1.98 -5.57 -3.82
H -0.61 -6.13 -4.80
H 2.77 2.33 -4.77
```

Record 3
C10H11NS | ωB97M-V/def2-TZVPD

Values from the calculation:
Charge = 0
Calculated total energy = -840.465537 Ha
Strongest force on any atom = 5.17 eV Å⁻¹
E_LUMO (spin up / spin down) = -0.623 / -0.623 eV
HOMO energy (spin up / spin down) = -7.645 / -7.644 eV
Kohn-Sham gap (spin up / spin down) = 7.0 / 7.0 eV
SMILES = C=C(C)/C=C\N=C\c1cccs1

```
23
C10H11NS ωB97M-V/def2-TZVPD
S 0.94 2.81 2.73
N -0.45 -0.24 0.70
C -0.67 -0.91 -1.87
C 1.80 3.46 0.36
C -0.92 -3.48 -2.09
C 1.06 2.29 0.14
C 1.74 3.90 1.67
C 0.46 1.84 1.33
C -0.98 -1.42 1.07
C -0.21 0.69 1.56
C -0.96 -2.35 -1.28
C -1.14 -2.42 0.21
H 1.07 1.67 -0.77
H -0.31 0.34 2.57
H 2.56 3.82 -0.45
H -1.12 -0.28 -1.13
H 2.50 4.62 2.10
H 0.46 -0.90 -1.78
H -0.94 -0.81 -3.01
H -1.29 -1.49 2.14
H -1.40 -4.39 -1.66
H -1.70 -3.27 0.53
H -0.51 -3.47 -3.08
```

Record 4
C8H15I | ωB97M-V/def2-TZVPD

Values from the calculation:
Charge = 0
Calculated total energy = -611.308185 Ha
Strongest force on any atom = 4.72 eV Å⁻¹
E_LUMO (spin up / spin down) = 0.298 / -0.170 eV
HOMO energy (spin up / spin down) = -7.921 / -8.562 eV
Kohn-Sham gap (spin up / spin down) = 8.2 / 8.4 eV

```
24
C8H15I ωB97M-V/def2-TZVPD
I 3.07 0.05 0.19
C 0.48 -1.58 -1.71
C -0.03 -0.44 0.74
C -1.05 0.31 -1.52
C 0.04 -0.47 -0.78
C 1.01 0.30 0.02
C 0.55 3.04 0.23
C -1.22 0.24 1.54
C 0.35 -1.71 1.41
H 1.44 -2.04 -1.43
H 1.07 -2.28 0.81
H 1.44 3.26 0.66
H -0.45 -2.43 1.69
H -1.06 -0.15 2.60
H -0.58 1.08 -2.18
H -1.19 1.40 1.60
H 1.06 -1.59 2.31
H -0.17 -2.53 -1.61
H -2.09 -0.03 1.09
H -1.69 -0.37 -2.09
H 0.48 3.25 -0.79
H -0.42 3.08 0.78
H 0.59 -1.29 -2.79
H -1.63 0.89 -0.79
```